No. 1
This record from the OMol25 dataset describes a structure of composition C13H18F6GaNO5S9Si in a non-equilibrium geometry. The level of theory is wB97M-V/def2-TZVPD.

Calculated values
Relative energy (zero: lowest compared OMol25 entry of this formula, charge and spin): 8.153 eV
Multiplicity: 1
HOMO-LUMO gap (spin up / spin down): 2.510 / 3.624 eV
Charge: -2

XYZ file:
```
54
Properties=species:S:1:pos:R:3:forces:R:3
Ga 1.485585 -1.861968 -2.359026 -0.398 -0.859 1.912
S -1.601149 3.385478 1.541831 -0.528 2.165 -0.349
S -0.390891 -0.783133 -4.539555 0.320 0.092 0.607
S -1.762213 1.486249 2.120203 0.422 -2.175 0.084
S -2.656995 1.686128 -0.661498 0.241 -0.734 -0.932
S -2.497801 1.953512 4.972637 1.439 -0.489 -0.058
S 0.228026 1.740072 5.953316 -0.972 0.327 1.044
S 1.911575 -2.213523 -5.199393 0.178 1.085 -2.417
S 1.512465 2.105337 3.256357 0.136 -0.687 -0.486
S -2.149457 2.605040 7.759216 0.472 -0.229 0.773
Si 2.359197 -3.319951 0.332649 -0.416 -0.211 -2.714
F 2.936691 -0.450495 -3.250722 0.934 1.517 1.226
F 4.320758 -1.601646 -4.500301 -0.156 1.057 -0.506
F -2.811274 -1.598232 -3.570243 0.990 -1.007 -1.228
F -2.288069 -2.430872 -5.564183 -0.352 0.072 0.107
F 3.324603 0.177232 -5.400031 0.448 -0.525 0.461
F -1.230279 -3.199425 -3.800643 -1.282 1.455 -0.836
O 2.449137 -2.947477 -6.315470 -0.297 -1.940 -0.490
O 1.820534 -2.965772 -3.894907 -0.140 -0.257 -1.643
O 2.540520 -2.406693 -1.088021 1.718 -1.326 3.183
O -0.871200 0.526285 -4.891063 -0.418 -0.699 -0.061
O 0.155827 -0.879958 -3.090302 -2.859 1.731 -3.159
N 0.574359 -1.386015 -5.642497 -0.270 -0.833 1.423
C -3.224870 3.709373 1.002961 0.545 -1.308 -2.218
C -4.162670 4.506712 1.807765 -0.433 2.452 -0.275
C 2.455146 -5.110575 -0.412906 0.102 -0.192 1.563
C 0.086111 1.766313 4.218644 -2.627 0.245 -0.321
C -1.232210 1.722955 3.756977 1.609 0.168 1.252
C 0.740880 -2.969776 1.339891 1.383 -0.084 0.235
C -1.821873 -2.079474 -4.384339 1.230 0.413 2.018
C 3.809226 -2.805805 1.389057 0.362 1.166 0.592
C -1.457488 2.080889 6.370188 -0.265 0.170 -1.321
C -3.561405 3.008689 -0.214675 0.719 1.301 2.461
C 2.358035 3.266480 4.343603 0.718 -0.806 1.152
C -4.732424 3.428176 -1.031216 -0.768 0.577 -0.333
C 3.170341 -0.874050 -4.595322 -0.027 -0.515 0.821
H -4.434675 5.468818 1.275507 0.319 -0.471 0.483
H 3.952850 -1.709418 1.121480 -0.153 -1.213 0.361
H 1.909166 4.242559 4.328489 -0.043 0.536 -0.279
H -5.628079 3.513290 -0.393388 0.000 -0.291 -0.275
H 3.455733 -5.247314 -0.869831 -0.654 0.075 -0.011
H 2.346336 -5.881257 0.390208 0.222 0.370 -0.367
H -5.127278 4.070788 1.938785 -0.869 -0.855 0.168
H 1.633897 -5.331984 -1.105362 0.339 0.364 -0.128
H -4.888197 2.754958 -1.895228 -0.054 0.292 0.639
H 2.231678 2.884989 5.385980 0.568 0.450 -0.833
H 4.811134 -3.268978 1.397271 -0.576 -0.081 -0.458
H 3.460106 -2.832556 2.428312 0.123 0.122 0.093
H -0.110499 -2.687298 0.717087 0.053 -0.320 0.150
H -3.832979 4.810636 2.815938 0.272 -0.305 -0.487
H 3.451001 3.275371 4.092812 -1.105 0.073 0.081
H 0.521203 -3.712231 2.143664 -0.041 0.260 -0.827
H 1.056234 -2.077317 1.891087 -0.288 0.242 0.008
H -4.594359 4.456889 -1.421802 0.131 -0.367 0.114
```
Forces are in eV/Å.


No. 2
This record from the OMol25 dataset describes a structure of composition C50H47I2N6NiO3. The level of theory is wB97M-V/def2-TZVPD.

Calculated values
⟨S²⟩: 2.052
Multiplicity: 3
HOMO-LUMO gap (spin up / spin down): 5.471 / 5.396 eV
Charge: -1

XYZ file:
```
109
Properties=species:S:1:pos:R:3:forces:R:3
I -4.833538 1.017987 0.703911 0.083 0.004 0.049
I -5.367186 -1.979882 5.892872 -0.098 0.302 0.211
Ni 0.139811 0.013515 0.688190 0.412 -0.658 0.023
O 0.366474 -0.446696 -3.360138 0.037 -0.037 0.073
O -1.796758 0.737411 1.568996 -0.559 0.236 0.413
O -1.570429 1.481107 -1.170791 0.004 0.148 -0.022
N -0.759171 -3.059229 -0.058236 0.366 0.336 -0.096
N -1.352250 3.480499 -2.907587 -0.102 0.003 -0.401
N -0.509455 -4.165134 1.952179 0.216 0.163 0.452
N -0.026945 -1.828685 1.787946 0.096 0.214 0.082
N 1.699650 1.279070 -0.017459 -0.006 0.191 0.053
N 0.929829 0.951458 2.442379 0.004 0.037 0.061
C -2.005631 -2.514322 -2.028086 -0.092 -0.296 -0.034
C -1.343597 0.253366 -1.844157 -0.274 -0.403 -0.651
C 2.174802 0.122419 5.134909 0.089 -0.283 -0.140
C -4.770064 -0.493998 3.313316 0.230 0.009 0.062
C -2.753046 -3.610647 2.729958 -0.060 -0.023 -0.046
C -2.917402 4.662227 -1.486156 0.053 -0.067 0.024
C -0.663490 3.142251 -6.509765 0.045 -0.040 0.039
C -4.173262 -1.095160 4.415475 -0.091 0.403 0.188
C -1.864148 4.670585 -0.401804 -0.044 -0.100 -0.093
C -4.843966 4.609081 -3.510661 0.047 -0.026 -0.021
C -0.440724 0.426589 -3.116996 0.253 0.250 0.196
C -1.004152 2.842714 -4.120988 -0.135 0.120 0.412
C -1.113332 -2.049789 -1.032719 -0.056 0.138 0.397
C -0.367925 -6.410530 3.697396 -0.065 0.045 -0.012
C 2.665774 3.617787 -1.159723 0.055 0.099 -0.029
C -2.794493 -1.103937 4.545639 0.137 0.114 -0.110
C -2.259330 -3.984881 -2.241832 -0.047 0.076 -0.005
C 2.517509 -1.066848 4.319590 -0.091 0.234 0.053
C -3.595751 4.047847 -3.735351 -0.106 0.034 0.099
C 2.636033 2.436964 -1.884624 -0.007 -0.176 -0.103
C -1.631588 -4.433396 2.771674 -0.090 0.078 -0.115
C 0.238351 0.801898 3.731399 0.124 -0.252 0.048
C -1.591357 -5.532957 3.641849 -0.013 -0.062 0.003
C -2.628453 4.064263 -2.728916 0.136 0.002 -0.112
C -3.821207 -4.956711 4.416050 0.106 -0.055 -0.051
C -0.244420 1.818839 -6.619008 -0.003 0.031 0.010
C -3.840236 -3.867243 3.556573 -0.072 -0.351 -0.245
C -2.514507 0.146605 2.446073 -0.023 -0.191 -0.126
C -4.549088 5.808351 0.066558 0.008 -0.036 -0.015
C 1.801810 -1.802081 3.447675 -0.052 0.082 0.007
C 1.243295 2.328441 2.102645 -0.152 -0.052 -0.057
C 2.244443 3.596489 0.155515 -0.048 0.032 0.153
C 1.764140 2.404911 0.687460 -0.020 0.204 0.108
C 2.522469 -2.855034 2.639301 -0.150 0.033 0.018
C -0.397423 -2.923560 1.251438 -0.452 -0.194 -0.384
C -0.460371 -0.582554 3.878624 0.032 0.215 -0.192
C -1.015794 3.639650 -5.274037 0.028 0.086 -0.063
C -2.596774 -0.226630 -2.553305 0.159 0.076 0.145
C -4.187868 5.204627 -1.268457 0.016 -0.030 -0.030
C 0.289944 -1.757568 3.205338 0.096 0.117 -0.028
C -0.720685 -0.743302 -0.879379 -0.191 0.067 -0.163
C -2.793632 -1.560548 -2.707165 -0.014 0.117 -0.179
C -5.143284 5.179429 -2.285112 -0.004 0.023 0.065
C -0.597377 1.500149 -4.219523 -0.045 -0.022 0.148
C -0.203071 1.034896 -5.485006 -0.079 -0.045 0.083
C -1.958312 -0.536271 3.588170 -0.080 0.108 0.134
C -3.955814 0.095584 2.366058 0.379 0.073 -0.091
C 1.193509 0.991892 4.896061 -0.190 -0.031 -0.163
C -2.698356 -5.779882 4.448172 -0.008 0.044 -0.009
C 2.159994 1.291729 -1.267738 0.033 0.003 -0.258
H -4.412879 5.087619 0.876666 0.006 0.025 -0.027
H -3.377551 3.574527 -4.683435 -0.077 0.011 0.073
H 2.107256 0.346236 -1.788421 -0.068 -0.038 -0.082
H -3.932727 6.683185 0.294546 -0.030 -0.042 -0.001
H -0.694248 3.786055 -7.381528 0.002 -0.009 0.029
H 0.128199 0.006374 -5.542108 -0.003 0.045 -0.016
H -0.196371 -6.940677 2.753827 -0.016 0.019 0.025
H 1.970946 2.787126 2.781174 0.065 0.052 0.098
H 1.786909 0.411514 2.461088 0.142 -0.017 0.062
H 0.318342 2.907882 2.171463 -0.052 0.003 -0.023
H -1.322714 -4.541440 -2.367125 -0.063 0.021 0.008
H -5.846655 -0.481194 3.197968 0.049 0.008 -0.007
H 2.261727 4.493083 0.767357 -0.008 -0.068 -0.036
H 3.570106 -2.927035 2.931152 -0.018 0.005 0.009
H -1.800004 3.692828 0.091818 -0.018 0.088 -0.033
H -5.592912 6.122502 0.070065 0.015 0.007 -0.003
H -0.469089 -7.162282 4.480605 0.002 0.021 -0.017
H -3.604429 -1.912430 -3.340691 0.018 -0.026 0.070
H -4.665665 -5.152027 5.071005 0.120 0.021 -0.106
H 3.560196 -1.361797 4.414943 -0.005 0.036 0.031
H 1.058073 1.843748 5.558603 0.019 -0.077 -0.063
H -0.075293 -2.644456 3.729248 -0.082 -0.209 0.028
H -2.855123 -4.142659 -3.142554 0.014 0.009 0.048
H -0.389553 -0.820962 4.935899 -0.018 0.043 0.231
H -1.313951 4.676958 -5.163076 0.062 -0.073 -0.014
H -1.095739 2.939680 -2.091081 -0.037 -0.197 0.117
H -0.541022 1.558026 3.753314 -0.067 0.118 0.008
H -1.807358 1.245825 -0.250545 0.006 -0.026 0.160
H 3.017741 4.538623 -1.610729 -0.024 -0.043 0.009
H -2.078674 5.416069 0.363418 0.011 -0.032 -0.052
H -2.760431 -2.746206 2.068687 -0.067 -0.149 0.065
H -2.671199 -6.628774 5.128117 0.008 0.080 -0.077
H -0.877605 4.882621 -0.824239 -0.051 -0.015 0.001
H 0.053761 1.409417 -7.576879 -0.027 0.002 0.030
H -0.143346 -4.956261 1.450310 0.047 -0.091 -0.057
H 2.957963 2.396753 -2.918047 -0.009 -0.004 0.056
H -2.811792 -4.447673 -1.408276 0.038 0.040 -0.072
H -2.344639 -1.593269 5.405788 -0.032 0.044 -0.047
H 0.528484 -5.817480 3.897518 -0.012 -0.003 -0.010
H 2.049948 -3.834946 2.753032 -0.004 0.055 0.009
H -5.593101 4.582174 -4.296063 0.058 -0.010 0.056
H -4.701356 -3.206165 3.527637 0.258 -0.415 -0.198
H -1.178730 -3.949575 -0.232222 -0.116 -0.184 -0.054
H 2.470721 -2.598105 1.576607 -0.005 -0.010 0.053
H -6.131033 5.594721 -2.101598 0.118 -0.027 -0.016
H 2.844352 0.319368 5.968438 -0.013 -0.051 -0.056
H -3.262410 0.512799 -2.992691 0.141 -0.046 0.027
```
Forces are in eV/Å.


No. 3
This record from the OMol25 dataset describes the molecule C3H6N4 in a non-equilibrium geometry. The level of theory is wB97M-V/def2-TZVPD.

Calculated values
Relative energy (zero: lowest compared OMol25 entry of this formula, charge and spin): 2.810 eV
SMILES: [H]/N=C1\CN=CNN1
Multiplicity: 1
HOMO-LUMO gap: 9.292 eV

XYZ file:
```
13
Properties=species:S:1:pos:R:3:forces:R:3
N -1.794773 -0.530089 1.277868 -1.048 0.372 0.207
N -0.793774 0.809124 -0.370430 -3.147 -2.000 0.979
N 1.532896 -0.385927 0.118065 -0.633 2.118 0.576
N 0.269493 1.068937 -1.285370 -0.408 -1.226 1.920
C 1.314763 0.766272 -0.408564 3.434 -1.231 -1.926
C 0.380248 -1.248159 0.210607 -0.424 -0.581 -0.290
C -0.881848 -0.449037 0.432678 1.446 2.976 -1.651
H 2.151517 1.450249 -0.474526 0.317 0.142 0.259
H 0.239780 2.007084 -1.662763 -0.094 0.024 0.403
H 0.522719 -1.933757 1.051150 -0.089 -0.041 -0.251
H -1.818832 -1.305959 1.925397 0.444 -0.222 -0.328
H -1.391153 1.578778 -0.097739 0.184 -0.287 0.040
H 0.268964 -1.827515 -0.716375 0.017 -0.045 0.061
```
Forces are in eV/Å.


No. 4
This record from the OMol25 dataset describes a structure of composition C41H45IrNP2 in a non-equilibrium geometry. The level of theory is wB97M-V/def2-TZVPD.

Calculated values
⟨S²⟩: 8.774
Relative energy (zero: lowest compared OMol25 entry of this formula, charge and spin): 3.150 eV
Multiplicity: 6
HOMO-LUMO gap (spin up / spin down): 7.104 / 4.661 eV
Charge: +2

XYZ file:
```
90
Properties=species:S:1:pos:R:3:forces:R:3
Ir 1.628332 -1.144871 0.672638 0.386 1.647 1.421
P -0.426806 -1.249166 -2.097117 -2.787 -0.894 -2.195
P 1.028653 0.840316 -1.927978 0.086 3.756 -2.877
N 1.115484 -1.138985 3.109153 0.038 0.179 0.585
C 3.415085 3.573675 -0.142642 -0.053 -0.170 -0.282
C 1.525337 2.408096 -1.127468 0.803 -0.150 0.318
C -2.598699 0.473332 4.495681 0.511 -0.230 -0.729
C -0.667914 1.332756 -2.453730 -1.044 -2.130 -0.225
C 3.114789 2.460209 -5.280476 -0.250 -0.296 0.088
C 2.971589 1.469993 -6.251717 0.041 -0.177 -0.093
C -1.969886 -2.303673 1.439009 0.438 0.138 0.469
C -1.600548 -2.086681 -4.632851 0.040 0.016 0.125
C 1.366216 0.836499 4.758928 0.018 0.646 -0.432
C -2.278499 1.340984 1.220277 -0.596 -0.741 0.712
C 1.098813 -0.548893 4.370811 -0.362 -1.050 -0.023
C 3.229560 -0.101144 1.388427 0.877 -0.505 0.391
C -3.024093 -3.183598 1.134475 0.583 0.428 -0.029
C -3.254467 0.084952 3.390807 0.896 0.285 -0.381
C 1.706485 0.140726 -4.666142 0.135 -0.119 -0.184
C -0.635611 -2.273966 -3.629823 0.995 -0.282 0.151
C 2.251273 0.310779 -5.946678 -0.047 0.216 0.372
C -3.308572 -3.510889 -0.200705 -0.315 0.034 0.218
C -2.585256 -2.928981 -1.241774 0.348 -0.095 0.545
C -1.507673 -2.092132 -0.909814 0.664 -0.048 0.063
C 0.300098 -3.317607 -3.758095 -0.421 -0.040 -0.171
C 1.852114 1.121814 -3.675929 -0.067 -0.527 0.429
C 0.211401 -4.210370 -4.825069 -0.062 0.058 0.013
C -3.474252 0.941126 2.149357 -0.893 0.337 -0.866
C 0.706971 3.525746 -0.897881 0.241 -0.121 0.072
C -1.062360 1.721736 1.933820 2.218 -0.247 0.324
C 0.758768 -2.774977 4.704557 0.222 1.386 0.417
C 1.271229 4.680161 -0.340305 -0.218 -0.183 -0.138
C 0.961233 -2.462081 3.307121 0.197 1.506 1.112
C 2.533044 2.297900 -4.011015 0.393 0.241 -0.143
C 2.892418 2.471181 -0.811276 -0.115 -0.035 0.415
C -1.183654 -1.807020 0.408519 0.312 -0.026 -0.168
C -0.791863 -4.063176 -5.788123 0.059 0.211 0.284
C -1.440492 0.202521 -2.551464 0.947 1.674 0.317
C 1.134701 -3.345464 2.170237 0.229 -0.553 -0.530
C -1.686007 -2.994557 -5.694771 0.155 0.046 0.241
C -2.293035 1.887966 4.918990 0.839 0.951 -0.258
C 2.604930 4.692326 0.068106 0.081 -0.219 0.094
C -0.815942 2.593818 2.919355 0.561 -0.981 -1.048
C 0.831839 -1.549558 5.374770 -0.125 -1.832 -0.960
C -1.830206 3.013956 3.894937 -0.464 0.540 0.379
H -2.494375 0.129580 -2.899620 0.901 0.142 0.301
H -4.109774 0.357765 1.468034 -0.410 0.411 0.366
H -2.036391 0.509570 0.557799 -0.090 -0.061 0.044
H 3.426562 1.584015 -7.249655 -0.284 -0.015 0.661
H 3.271929 0.275575 2.449703 -0.385 -0.578 -1.249
H 0.924420 -5.026104 -4.903639 -0.095 0.131 -0.010
H -3.613042 -0.946550 3.292551 0.501 0.260 0.122
H -3.192178 2.316937 5.379188 0.184 -0.237 0.216
H 3.451959 0.677356 0.672837 0.115 0.217 0.115
H -2.706151 3.391921 3.337158 0.254 0.156 0.565
H -0.233834 -1.123288 0.560864 -2.274 -0.452 0.190
H -2.808025 -3.167332 -2.276459 0.039 0.059 0.109
H -2.287169 -1.240420 -4.604782 0.147 -0.280 0.014
H 1.159743 -0.773690 -4.458164 0.142 0.085 -0.057
H -1.334517 3.810834 4.481996 -0.956 -0.107 -0.071
H -2.130614 -0.299463 5.131723 -1.026 0.298 0.093
H 3.025888 5.567899 0.559502 -0.166 -0.150 -0.137
H 2.314818 0.937524 5.295570 0.123 -0.227 -0.135
H 2.642254 3.122088 -3.315426 -0.014 -0.188 0.074
H 1.092817 -3.425182 -3.015357 -0.169 -0.080 -0.177
H 3.533247 1.622935 -1.081320 -0.137 0.388 0.157
H 3.973212 -0.940455 1.267304 -0.311 0.603 0.139
H -1.707031 -1.974729 2.455751 -0.409 -0.464 -0.363
H -0.190558 1.126631 1.621828 0.284 0.810 -0.563
H -0.869647 -4.770836 -6.612940 0.039 0.197 0.216
H -1.500517 1.854076 5.688053 -0.509 -0.012 -0.125
H -0.339582 3.510734 -1.196396 0.243 0.114 0.301
H -3.952218 1.898865 2.377640 -0.383 -0.361 0.162
H 0.220245 2.975487 2.969081 -0.520 -0.589 0.582
H 0.620595 1.193698 5.478454 -0.049 -0.150 -0.208
H 1.367320 1.491777 3.896490 0.087 0.140 0.006
H -3.592052 -3.619175 1.955723 0.034 0.112 -0.282
H 0.183278 -3.794835 1.893753 0.161 -0.259 -0.349
H -2.497405 2.174850 0.531498 -0.588 -0.207 0.375
H 0.735457 -1.377205 6.447473 0.097 -0.005 -0.444
H 0.655025 5.573429 -0.218799 0.181 -0.318 0.001
H 1.613843 -2.799737 1.259141 -0.322 -1.564 0.766
H -0.935149 2.355705 -2.782860 0.132 -0.807 0.283
H 1.893133 -4.090357 2.394376 -0.050 -0.355 -0.096
H 4.448334 3.539320 0.199877 -0.194 0.231 -0.194
H 2.128957 -0.467764 -6.700243 -0.016 0.189 0.261
H -2.457406 -2.865084 -6.450642 0.162 0.021 0.154
H -4.126849 -4.216331 -0.413987 0.492 0.446 0.051
H 0.662651 -3.770987 5.103928 -0.134 0.025 0.115
H 3.694309 3.356142 -5.514137 -0.319 -0.212 0.196
```
Forces are in eV/Å.